Computed, not measured: 7 unconnected molecules or ions with the total composition C38H66N6O8 in a non-equilibrium geometry, with the ωB97M-V functional and the def2-TZVPD basis.

Output
E_LUMO	-1.709	eV
HOMO level	-6.99	eV
calculated total energy	-65778.301	eV
HOMO-LUMO gap	5.29	eV
SMILES	C#CC1=C(C=C)C(=O)C(CC[C@@H](C)CCC=C(C)C)=CC1=O.CN(C)C=O.CN(C)C=O.CN(C)C=O.CN(C)C=O.CN(C)C=O.CN(C)C=O
ΔE to the lowest compared entry with this formula, charge and spin	10.486	eV

CARTESIAN COORDINATES (ANGSTROEM)
C (-5.5696, 1.7987, 4.3019)
C (-4.8287, 1.4576, 3.1301)
C (-3.8324, 0.6136, 2.0847)
C (-2.3655, 0.5579, 2.3292)
C (-1.5473, 1.2983, 3.5416)
C (-1.7950, 2.6633, 4.0801)
C (-1.4732, -0.3554, 1.2498)
O (-0.1220, -0.3929, 1.4190)
C (-2.2114, -1.2184, 0.0220)
C (-1.2476, -2.1668, -0.9122)
C (-1.4056, -1.9272, -2.5282)
C (-0.3421, -0.7346, -2.9676)
C (1.1379, -1.4664, -3.2162)
C (-0.7549, 0.0080, -4.3705)
C (-2.2725, 0.6780, -4.3581)
C (-2.4616, 1.7831, -3.1398)
C (-1.3485, 2.5803, -2.5475)
C (-1.0932, 2.4176, -0.9267)
C (-0.3399, 3.5823, -3.3652)
C (-3.6935, -1.0706, -0.1662)
C (-4.6220, -0.1265, 0.8249)
O (-5.9573, 0.0377, 0.6336)
H (-6.1352, 1.9342, 5.3444)
H (-0.6294, 0.7015, 4.0113)
H (-1.2486, 3.0915, 5.0504)
H (-2.5122, 3.4067, 3.5301)
H (-1.4608, -3.3027, -0.6510)
H (-0.0961, -2.0012, -0.6476)
H (-2.5051, -1.6960, -2.8623)
H (-1.0247, -2.9125, -3.0690)
H (-0.2218, 0.0340, -2.0873)
H (1.7982, -0.7149, -3.8356)
H (1.5701, -1.6834, -2.1447)
H (1.0162, -2.5067, -3.7877)
H (-0.6382, -0.7483, -5.2819)
H (-0.0101, 0.8934, -4.5474)
H (-3.1066, -0.1520, -4.2946)
H (-2.4520, 1.2397, -5.3862)
H (-3.5522, 1.9671, -2.7576)
H (-0.0748, 1.8700, -0.7267)
H (-1.0411, 3.4510, -0.3723)
H (-1.9862, 1.7577, -0.4982)
H (0.7959, 3.4783, -3.0127)
H (-0.3908, 3.4270, -4.5437)
H (-0.7072, 4.6936, -3.1343)
H (-4.2514, -1.6395, -1.0364)
C (2.0515, 2.9814, 5.5599)
O (0.9623, 2.4848, 5.3027)
N (2.5209, 4.1811, 5.0677)
C (3.8253, 4.7016, 5.4211)
C (1.6831, 4.9467, 4.1681)
H (2.7673, 2.4823, 6.2337)
H (3.6990, 5.6741, 5.9055)
H (4.4179, 4.8201, 4.5093)
H (4.3482, 4.0259, 6.1035)
H (0.7445, 5.1889, 4.6755)
H (1.4601, 4.3390, 3.2860)
H (2.1855, 5.8685, 3.8629)
C (-2.2120, -3.3939, -7.0260)
O (-1.8338, -2.2617, -6.7534)
N (-1.5567, -4.5598, -6.6896)
C (-2.0712, -5.8645, -7.0502)
C (-0.3134, -4.4783, -5.9514)
H (-3.1455, -3.5701, -7.5853)
H (-2.2418, -6.4424, -6.1374)
H (-1.3330, -6.3755, -7.6753)
H (-3.0113, -5.7793, -7.6021)
H (-0.4958, -3.9642, -5.0029)
H (0.4085, -3.8976, -6.5336)
H (0.0873, -5.4769, -5.7581)
C (4.8949, -0.9570, -0.8331)
O (4.1431, -1.4214, -1.6806)
N (4.5450, -0.0299, 0.1261)
C (5.4960, 0.4714, 1.0964)
C (3.1824, 0.4591, 0.1657)
H (5.9530, -1.2605, -0.7735)
H (5.1353, 0.2333, 2.1012)
H (5.5779, 1.5565, 0.9836)
H (6.4816, 0.0204, 0.9525)
H (2.5052, -0.3864, 0.3192)
H (2.9457, 0.9304, -0.7930)
H (3.0556, 1.1842, 0.9739)
C (4.0946, -2.8880, 1.6021)
O (5.2140, -2.5904, 1.9989)
N (3.2512, -3.8031, 2.1964)
C (1.9378, -4.1002, 1.6635)
C (3.6920, -4.4902, 3.3927)
H (3.6613, -2.4247, 0.7004)
H (1.1863, -3.8644, 2.4225)
H (1.8886, -5.1648, 1.4168)
H (1.7352, -3.5135, 0.7633)
H (3.9095, -3.7500, 4.1685)
H (4.6084, -5.0441, 3.1675)
H (2.9221, -5.1805, 3.7475)
C (3.6494, 5.0235, 1.3700)
O (2.5602, 4.5269, 1.1128)
N (4.1188, 6.2232, 0.8778)
C (5.4232, 6.7437, 1.2312)
C (3.2810, 6.9888, -0.0218)
H (4.3651, 4.5244, 2.0438)
H (5.2968, 7.7162, 1.7156)
H (6.0158, 6.8622, 0.3194)
H (5.9460, 6.0680, 1.9137)
H (2.3423, 7.2310, 0.4856)
H (3.0579, 6.3811, -0.9039)
H (3.7834, 7.9106, -0.3270)
C (-5.3378, -3.5080, 1.0745)
O (-4.2813, -4.0420, 0.7622)
N (-6.3829, -4.1235, 1.7310)
C (-7.6038, -3.4203, 2.0657)
C (-6.2566, -5.5187, 2.0984)
H (-5.5384, -2.4490, 0.8426)
H (-7.7398, -3.4441, 3.1508)
H (-8.4456, -3.9217, 1.5794)
H (-7.5642, -2.3799, 1.7316)
H (-5.3910, -5.6362, 2.7572)
H (-6.0935, -6.1115, 1.1934)
H (-7.1583, -5.8667, 2.6092)